DFT (ωB97M-V with the def2-TZVPD basis set) results for a structure of composition C3H3N2O2 at a distorted geometry.

Cartesian coordinates (Å):
C -0.9120 0.6304 0.6988
C -1.0585 0.5270 -0.6390
C 0.2736 -0.8259 -1.0012
N 0.2479 -0.1204 1.2509
N 0.8284 -0.8684 0.1837
O -1.6975 1.0658 -1.5387
O 0.5699 -1.3742 -2.0749
H -1.1457 1.4689 1.1917
H 1.1150 0.5469 1.5579
H 1.7790 -1.0500 0.3708

Charge: -1
F_max: 4.2 eV Å⁻¹

Mulliken atomic charge list, values in e, 5 entries:
1. C -0.811
2. C 0.633
3. C 0.190
4. N -0.408
5. N -0.055

DFT (ωB97M-V with the def2-TZVPD basis set) results for a cluster of 2 separate species, C6H8 in total at a distorted geometry.

Cartesian coordinates (Å):
C -2.0810 -0.3819 -2.7509
C -1.4005 -0.3269 -1.7618
C -0.3952 -0.3373 0.9827
C 0.0293 -0.0044 -0.1450
C 0.3874 -0.1999 2.1958
C 1.1912 0.5985 -0.7698
H -2.6338 -0.5010 -3.6217
H -1.3620 -0.6836 1.1765
H 0.1229 0.7949 2.5947
H 1.5473 -0.2192 2.0866
H 0.1346 -0.9957 2.9846
H 1.1180 0.4079 -1.7792
H 1.1945 1.6498 -0.6606
H 2.1472 0.1988 -0.5321

F_max: 6.4 eV Å⁻¹

Mulliken atomic charge list, values in e, 5 entries:
1. C -0.339
2. C -0.530
3. C -0.010
4. C 0.392
5. C -1.060

DFT (ωB97M-V with the def2-TZVPD basis set) results for a cluster of 12 separate species, C5H34NO12S in total at a distorted geometry.

Cartesian coordinates (Å):
C 0.9293 1.8524 1.3761
C -0.0544 1.0273 0.5037
C -0.9278 0.0903 1.3830
C -1.0510 -1.3836 1.0023
S -1.8047 -2.2471 2.4134
N 0.7793 0.2390 -0.4471
C 1.2341 0.9672 -1.6686
O 0.2754 1.4001 -2.5476
H 0.2953 2.4972 1.9777
H 1.6345 1.2145 1.8821
H 1.5201 2.4305 0.6623
H -0.6747 1.7089 -0.0878
H -0.4850 0.1570 2.3849
H -1.8972 0.5655 1.5080
H -0.1460 -1.9763 0.9155
H -1.5717 -1.4708 0.0538
H -3.1121 -2.1396 2.0952
H 0.2392 -0.5091 -0.8399
H 1.9352 1.7896 -1.4418
H 1.8079 0.1683 -2.1864
H 3.1216 -1.4226 0.1400
H 1.8503 -1.8414 -0.4047
O 2.6027 -2.2940 0.0071
H -4.1271 0.8455 -1.4176
H -2.9161 1.5904 -1.6382
O -3.4073 1.2075 -0.8669
H -2.3421 3.1982 1.1390
H -3.9253 3.0830 1.0582
O -3.1559 3.1696 1.6629
H 0.8175 -1.5974 -4.5771
H -0.3103 -0.8814 -3.7299
O -0.0939 -1.6869 -4.2251
H -1.6688 3.4772 -2.4999
H -1.1223 2.0526 -2.4376
O -1.9781 2.5840 -2.6801
H 2.5886 -2.2413 1.9837
H 1.3826 -1.7226 2.7407
O 2.3390 -1.6008 2.6909
H 2.7497 0.3322 0.3563
H 3.4668 -0.1525 1.6002
O 3.6240 0.0071 0.6606
H 0.3726 -3.0611 -2.6070
H 1.7741 -3.3172 -1.9802
O 0.8438 -3.5470 -1.9024
H -2.3829 1.0966 4.6252
H -2.7579 2.2828 3.7423
O -2.8320 1.9334 4.6330
H 0.3401 3.1855 -1.3693
H 1.2613 4.3824 -1.7472
O 0.3468 4.1365 -1.4316
H 4.2263 -3.0832 -1.7853
H 3.3368 -3.8628 -0.8078
O 3.6107 -3.8325 -1.7381

Charge: -1
F_max: 2.2 eV Å⁻¹

Mulliken atomic charge list, values in e, 5 entries:
1. C -1.989
2. C 1.167
3. C -0.524
4. C -0.681
5. S -0.296

DFT (ωB97M-V with the def2-TZVPD basis set) results for the molecule C3H7NOS at a distorted geometry.

Cartesian coordinates (Å):
C 0.4988 -1.2135 0.8220
C 1.1538 -0.0091 0.1190
O 0.0854 0.8728 0.6385
C -0.9277 1.2354 -0.1570
N -0.8683 0.6826 -1.3529
S -2.2243 2.1182 0.2886
H -0.7424 -1.2566 0.7240
H 0.4585 -0.9196 1.9244
H 1.1116 -2.1794 0.5038
H 1.4135 -0.1759 -1.0240
H 2.1321 0.3065 0.7705
H -0.4105 -0.3701 -1.3401
H -1.6804 0.9086 -1.9168

SMILES string: CCOC(N)=S
F_max: 4.5 eV Å⁻¹

Mulliken atomic charge list, values in e, 5 entries:
1. C -0.768
2. C -0.505
3. O -0.313
4. C 0.369
5. N -0.411

For the records above, the corresponding energy relative to the best compared isomer or geometry (same formula, charge and spin) values read 72.5, 117.0, 29.6, 73.1 kcal/mol.